A cluster of 3 separate species, C31H52BF2NO in total, computed with ωB97M-V/def2-TZVPD.

SMILES	CCCCCB(CN)CCCCCCCCCCCCOC.Fc1ccccc1.Fc1ccccc1
lowest unoccupied orbital energy	0.66	eV
multiplicity	1
E_HOMO	-8.834	eV
frontier orbital gap	9.495	eV
total energy	-1566.9499	Ha
maximum force	0.00627	hartree/bohr
charge	0

```
88
Properties=species:S:1:pos:R:3:forces:R:3
C 0.5056 0.7138 2.2070 -0.10 0.09 -0.14
C 1.2091 0.8557 0.8453 0.15 -0.10 -0.07
C 0.6072 0.0670 -0.3259 -0.10 0.15 0.02
C -0.5928 0.7245 -1.0256 0.10 -0.01 0.02
C -1.7115 1.2658 -0.0926 0.13 0.10 -0.10
B -3.1096 1.2499 -0.8208 0.00 0.06 -0.01
C -3.4760 2.4635 -1.7817 -0.14 0.17 0.24
N -2.7365 2.1699 -3.0333 0.04 0.05 -0.13
C -4.1390 0.0699 -0.6649 0.08 -0.09 -0.15
C -3.6037 -1.3717 -0.7375 -0.01 -0.02 -0.01
C -2.8428 -1.8502 0.4980 0.05 0.03 0.00
C -2.5844 -3.3700 0.4947 0.04 0.06 -0.06
C -1.1002 -3.7699 0.6274 0.02 0.03 0.00
C -0.5643 -4.5510 -0.5721 -0.04 -0.01 -0.07
C -0.2887 -3.6490 -1.7822 -0.15 0.07 -0.02
C 0.7483 -4.1988 -2.7756 -0.06 -0.09 -0.04
C 1.9470 -3.2724 -2.9464 0.06 0.02 0.02
C 3.1039 -3.8987 -3.7206 -0.08 0.01 0.02
C 4.3736 -3.0452 -3.7013 -0.01 0.07 -0.01
C 5.2292 -3.2169 -2.4592 -0.02 -0.12 0.16
O 4.6751 -2.4706 -1.3892 0.02 0.09 -0.07
C 5.5393 -2.3796 -0.2829 -0.01 -0.07 0.06
H 1.2287 0.6082 3.0167 -0.01 0.04 -0.02
H -0.1530 -0.1565 2.2321 0.08 -0.08 0.01
H -0.1191 1.5766 2.4354 -0.01 0.01 0.01
H 2.2442 0.5233 0.9631 -0.01 0.00 -0.03
H 1.2719 1.9104 0.5606 -0.01 0.00 0.07
H 0.3538 -0.9448 0.0097 -0.06 0.10 0.05
H 1.3823 -0.0601 -1.0885 0.01 -0.08 0.02
H -0.2066 1.5539 -1.6271 -0.06 0.00 0.00
H -1.0060 0.0174 -1.7520 0.04 -0.05 0.03
H -1.7243 0.6780 0.8193 -0.10 -0.05 0.08
H -1.4472 2.2910 0.1975 0.04 -0.05 0.05
H -4.5416 2.4871 -2.0230 0.02 -0.04 0.03
H -3.2278 3.4439 -1.3489 0.02 0.00 -0.12
H -3.2102 2.5650 -3.8366 0.01 -0.02 0.07
H -1.8118 2.5821 -3.0146 -0.02 -0.11 0.06
H -4.9413 0.1891 -1.4007 0.00 -0.02 0.04
H -4.6171 0.2068 0.3205 0.02 0.06 -0.03
H -4.4438 -2.0543 -0.9042 -0.01 0.03 0.03
H -2.9575 -1.4760 -1.6169 -0.03 -0.06 0.01
H -1.8798 -1.3386 0.5584 -0.10 0.02 0.00
H -3.3986 -1.5452 1.3898 0.01 -0.05 0.02
H -2.9766 -3.7799 -0.4421 0.03 -0.03 0.01
H -3.1615 -3.8483 1.2885 -0.03 0.02 -0.02
H -0.5027 -2.8574 0.7248 0.05 -0.10 0.09
H -0.9265 -4.3361 1.5452 -0.10 -0.05 -0.02
H 0.3483 -5.0885 -0.2971 0.06 0.12 0.02
H -1.2965 -5.3171 -0.8521 0.10 -0.08 0.02
H 0.0539 -2.6763 -1.4113 0.04 -0.05 -0.05
H -1.2319 -3.4498 -2.2998 0.01 0.05 0.04
H 0.2888 -4.3748 -3.7528 0.02 -0.04 0.01
H 1.0994 -5.1775 -2.4287 0.01 0.04 0.00
H 2.3080 -2.9553 -1.9639 -0.01 -0.04 0.00
H 1.6273 -2.3610 -3.4660 0.01 0.02 0.08
H 3.3219 -4.8843 -3.2931 0.05 0.00 -0.04
H 2.7971 -4.0780 -4.7560 -0.02 0.01 0.03
H 4.9916 -3.2657 -4.5751 0.01 -0.06 0.04
H 4.1040 -1.9855 -3.7635 0.05 -0.02 -0.09
H 5.2758 -4.2800 -2.1747 0.07 0.04 -0.03
H 6.2607 -2.8836 -2.6404 -0.06 0.07 -0.04
H 5.7020 -3.3560 0.1928 -0.01 0.02 -0.06
H 5.0738 -1.7120 0.4407 0.02 -0.02 -0.02
H 6.5151 -1.9711 -0.5753 -0.03 0.01 0.02
F 2.1188 3.7137 2.2932 0.00 0.02 0.03
C 2.9992 4.5924 1.7704 -0.03 -0.04 0.00
C 3.3373 4.4746 0.4369 0.02 0.03 0.02
C 4.2426 5.3834 -0.0928 0.00 -0.01 -0.02
C 4.7893 6.3801 0.7038 -0.01 -0.01 0.01
C 4.4293 6.4697 2.0414 0.00 0.01 0.02
C 3.5253 5.5706 2.5899 0.01 0.01 -0.03
H 2.9004 3.6859 -0.1600 0.00 0.00 0.00
H 4.5212 5.3088 -1.1359 0.00 0.00 0.01
H 5.4946 7.0844 0.2838 0.00 0.00 0.00
H 4.8539 7.2442 2.6669 0.00 0.00 -0.01
H 3.2269 5.6182 3.6280 0.00 0.00 0.00
F -2.6607 0.5973 3.1343 -0.02 -0.06 0.08
C -3.5879 1.4494 3.6182 0.03 -0.01 -0.10
C -4.2783 1.1043 4.7621 -0.01 0.04 -0.01
C -5.2334 1.9902 5.2415 0.00 -0.01 0.02
C -5.4814 3.1860 4.5814 0.01 -0.01 0.00
C -4.7691 3.5019 3.4324 0.01 0.01 -0.02
C -3.8093 2.6303 2.9373 -0.03 0.00 0.04
H -4.0662 0.1656 5.2551 0.00 0.00 0.00
H -5.7865 1.7409 6.1377 0.00 0.00 -0.01
H -6.2278 3.8701 4.9618 0.00 0.00 0.00
H -4.9592 4.4331 2.9146 0.00 0.00 0.01
H -3.2353 2.8500 2.0469 0.01 0.00 0.00
```
Positions in Å, forces in eV/Å.

---

A cluster of 9 separate species, C22H63N12O14 in total in a non-equilibrium geometry, computed with ωB97M-V/def2-TZVPD.

lowest unoccupied orbital energy (spin up / spin down)	3.35 / 3.35	eV
multiplicity	2
E_HOMO (spin up / spin down)	2.102 / -2.137	eV
frontier orbital gap (spin up / spin down)	1.245 / 5.483	eV
total energy	-2586.2244	Ha
maximum force	0.12816	hartree/bohr
charge	-2
⟨S²⟩	0.753

```
111
Properties=species:S:1:pos:R:3:forces:R:3
N -0.3897 0.7211 0.4842 2.57 -0.26 -0.26
O 0.5690 0.0289 0.9021 3.71 -3.06 1.30
O -0.4435 1.8531 0.9697 -1.62 4.93 1.31
O -1.2650 0.1548 -0.1771 -3.92 -1.13 -2.17
C -3.8214 -1.0398 1.7770 -4.86 -0.83 3.69
O -4.8648 -1.5216 2.3046 0.28 -0.26 -0.59
N -3.2893 -1.4452 0.7084 0.70 -3.50 -4.69
N -3.2390 -0.0338 2.3263 2.17 3.10 1.73
H -2.4996 -1.0040 0.2592 0.72 0.58 -0.19
H -3.8137 -2.1782 0.2525 0.36 0.08 -0.06
H -2.4313 0.2864 1.8114 0.18 1.00 0.44
H -3.6885 0.4506 3.0901 0.42 -0.15 -0.36
C 2.0110 0.6377 4.5493 -2.45 -0.53 0.38
O 2.2364 0.3700 5.6761 1.09 -0.62 5.54
N 0.7764 0.7916 4.0927 -1.91 0.52 -0.70
N 2.9375 0.7087 3.6717 3.32 0.62 -4.43
H 0.0161 0.7257 4.7542 0.27 -0.18 -0.39
H 0.6223 0.7179 3.0972 -0.67 0.14 -0.45
H 2.6072 0.8289 2.7248 0.70 0.13 -0.31
H 3.9174 0.7503 3.9127 -0.54 -0.16 -0.07
C 4.0672 -2.3642 -0.1248 1.16 1.43 -2.16
O 4.5379 -1.7732 -1.0758 0.89 0.15 -1.25
N 2.9338 -2.1148 0.3989 -5.42 2.55 1.87
N 4.5992 -3.3321 0.5381 4.45 -4.63 1.45
H 2.8103 -2.4158 1.3550 -0.53 0.32 -0.15
H 2.5326 -1.2193 0.1595 -0.64 0.09 0.26
H 4.1426 -3.8257 1.2917 -0.17 -0.06 -0.10
H 5.3653 -3.8186 0.0949 -0.01 0.17 0.19
C 1.3785 5.5060 0.5104 -1.81 2.34 -0.85
O 1.7969 6.4609 -0.1338 0.38 0.08 -0.05
N 0.1937 5.4413 1.0946 -3.81 2.88 1.69
N 1.8466 4.3255 0.6399 4.69 -4.56 -0.76
H -0.0530 4.7370 1.7752 -0.10 0.12 -0.36
H -0.3645 6.2819 1.0519 -0.04 -0.20 0.35
H 1.2969 3.6337 1.1292 0.11 -0.47 -0.57
H 2.3828 4.0325 -0.1644 0.50 -0.41 0.52
C -0.3735 -2.8118 2.2914 0.09 0.82 -1.57
O 0.5110 -3.7806 2.7617 0.78 -1.07 1.60
C 0.9755 -4.7607 1.8640 0.72 0.19 0.56
C 1.9536 -5.7052 2.6095 -0.32 0.00 -0.33
N 3.3274 -5.1876 2.8167 -0.53 0.35 0.66
C 4.2757 -6.2407 3.1073 1.13 -0.38 -0.43
C 5.4184 -6.3566 2.1293 0.20 -1.27 -1.23
O 6.3807 -7.2876 2.6280 1.13 1.09 -0.20
C 7.5647 -7.2571 1.7917 -0.60 -2.05 1.50
H -0.3985 -1.9066 2.8981 0.08 -0.46 0.59
H -1.3817 -3.1901 2.1228 -0.12 -0.13 0.06
H 0.0388 -2.4090 1.3663 -0.33 0.10 -0.48
H 1.5049 -4.2620 1.0521 0.09 -0.07 -0.37
H 0.1707 -5.3554 1.4318 -0.32 -0.11 0.01
H 2.0545 -6.6645 2.1019 0.00 0.17 -0.76
H 1.4968 -6.0468 3.5384 -0.14 0.45 0.45
H 3.3805 -4.8015 3.7485 -1.03 1.35 -0.36
H 3.7517 -7.1955 3.1506 0.34 -0.27 0.45
H 4.7802 -5.9671 4.0339 -0.13 -0.60 0.41
H 5.8972 -5.4298 1.8131 -0.09 0.40 0.57
H 5.1093 -6.8416 1.2034 -0.65 0.32 -0.46
H 7.2877 -7.4922 0.7641 0.16 0.72 -0.26
H 8.0975 -8.1428 2.1378 0.18 -0.19 -0.10
H 8.2836 -6.4621 1.9898 -0.61 0.67 -0.39
C -2.8441 3.9594 -0.1332 -0.30 -0.16 0.62
O -3.2761 5.2421 -0.6540 -1.46 -0.97 -0.47
C -4.7292 5.1966 -0.9517 1.47 1.50 -0.12
C -5.3525 6.5509 -0.6105 0.67 -1.26 0.40
N -5.2911 7.5509 -1.6387 -0.18 0.87 -0.57
C -5.6981 8.8319 -1.1411 -1.29 2.22 -0.85
C -5.9586 9.9025 -2.2747 1.39 0.08 1.02
O -6.3268 11.1859 -1.7252 -0.79 -0.20 -0.44
C -7.6738 11.5521 -2.0278 0.73 -0.76 0.62
H -2.9774 3.0995 -0.7897 -0.57 0.16 -0.32
H -3.4085 3.8374 0.7912 -0.06 -0.54 0.08
H -1.7966 3.8330 0.1402 0.18 0.99 -0.22
H -5.3186 4.4765 -0.3841 0.70 -0.49 0.10
H -4.8941 5.0720 -2.0219 0.17 -0.57 -0.14
H -4.8489 6.8629 0.3045 -0.16 0.21 0.40
H -6.3869 6.2766 -0.4033 -0.30 0.64 0.08
H -4.3686 7.7104 -2.0177 0.37 -0.73 0.05
H -5.0145 9.3680 -0.4827 0.43 -0.38 0.43
H -6.6441 8.7829 -0.6019 -0.11 -0.40 0.14
H -6.6276 9.4979 -3.0342 -0.20 0.27 -0.01
H -5.0066 10.2171 -2.7021 0.22 -0.90 -0.57
H -7.7975 12.6311 -1.9351 0.11 -0.08 0.03
H -8.2790 11.0269 -1.2888 -0.68 0.17 -0.17
H -7.9143 11.2163 -3.0365 -0.27 0.17 -0.07
C 0.2640 -0.0612 -4.1087 -0.67 -1.47 1.13
O 0.3428 -1.4638 -3.6846 0.37 0.32 -1.28
C -0.1374 -1.7657 -2.3802 0.70 0.18 0.89
C 0.2007 -3.2592 -2.0140 -0.47 1.30 -0.18
N -0.4773 -3.9922 -3.0527 -0.36 -0.10 -0.61
C -0.2054 -5.4101 -3.1386 1.56 0.59 -0.53
C 1.3411 -5.7305 -3.2101 0.46 0.55 -0.20
O 2.0524 -5.3268 -4.4236 -0.72 -0.88 -0.21
C 2.7003 -4.0416 -4.5055 -1.80 -0.45 0.79
H 0.7215 0.0415 -5.0927 0.17 -0.22 0.21
H 0.7174 0.5838 -3.3560 0.24 0.05 -0.09
H -0.7915 0.2021 -4.1773 -0.14 0.17 -0.08
H -1.2210 -1.6670 -2.3150 -0.15 0.10 -0.12
H 0.2902 -1.0085 -1.7230 -0.06 -0.38 0.58
H -0.1998 -3.5376 -1.0392 -0.23 0.35 0.20
H 1.2672 -3.4756 -1.9526 0.28 0.47 -0.14
H -0.2520 -3.4444 -3.8707 -0.15 -0.60 -0.70
H -0.6557 -5.8732 -4.0167 -0.14 0.30 -0.22
H -0.7329 -5.8419 -2.2881 0.58 -0.50 0.34
H 1.5257 -6.7993 -3.1021 -0.15 -0.17 -0.25
H 1.8982 -5.2657 -2.3967 -0.25 0.05 0.35
H 3.3624 -4.0212 -5.3711 0.25 -0.36 0.36
H 3.1466 -3.8416 -3.5314 0.56 0.32 -0.23
H 1.9208 -3.3009 -4.6842 0.16 0.39 0.10
O 2.2400 1.6155 -1.2526 0.59 0.42 -0.65
H 1.6791 2.2431 -0.7968 -0.55 -0.15 0.27
H 1.9151 0.7586 -0.9764 -0.34 -0.36 0.53
```
Positions in Å, forces in eV/Å.

---

A cluster of 3 separate species, C4H12N2O2 in total in a non-equilibrium geometry, computed with ωB97M-V/def2-TZVPD.

lowest unoccupied orbital energy (spin up / spin down)	0.68 / 0.68	eV
multiplicity	1
E_HOMO (spin up / spin down)	-7.304 / -7.305	eV
energy relative to the best compared isomer or geometry (same formula, charge and spin)	113.5	kcal per mole
frontier orbital gap (spin up / spin down)	7.981 / 7.982	eV
total energy	-419.4676	Ha
maximum force	0.02601	hartree/bohr
charge	0

```
20
Properties=species:S:1:pos:R:3:forces:R:3
C 0.4462 0.4293 0.3005 -0.43 -0.93 -0.59
C -0.9785 -0.9728 -0.5938 0.18 0.62 0.48
C 1.0250 -0.0521 -0.8867 0.68 1.11 0.33
C -1.6079 -1.5235 0.6591 0.08 -0.07 -0.07
N -0.1776 1.6566 0.1928 -0.03 0.07 -0.17
N 0.7862 -0.0455 1.5493 -0.03 -0.10 0.30
O -1.7648 -0.0966 -1.3116 -0.03 0.05 0.01
O 2.2739 1.5498 -0.9406 -0.14 -0.77 -0.16
H -1.7281 0.7728 -0.8663 0.05 -0.08 -0.02
H 2.9376 1.4221 -1.6278 -0.08 0.07 0.05
H -0.6313 -1.7596 -1.2607 0.14 0.06 0.00
H 0.4423 2.2381 -0.3923 -0.26 -0.11 0.20
H -0.4361 2.0916 1.0683 0.08 -0.04 -0.08
H 0.8585 0.6404 2.2854 0.01 0.02 -0.19
H 1.5483 -0.7064 1.5802 -0.08 0.05 -0.10
H 1.6913 -0.9007 -0.8443 0.00 0.05 0.00
H 0.6404 0.2798 -1.8326 -0.17 -0.12 0.01
H -1.8398 -0.7355 1.3777 -0.02 -0.01 0.00
H -2.5357 -2.0426 0.3980 0.02 0.07 -0.01
H -0.9499 -2.2452 1.1453 0.02 0.07 0.01
```
Positions in Å, forces in eV/Å.

---

A structure of composition C3H8Br2N2 in a non-equilibrium geometry, computed with ωB97M-V/def2-TZVPD.

lowest unoccupied orbital energy (spin up / spin down)	0.60 / -2.72	eV
multiplicity	3
E_HOMO (spin up / spin down)	-7.945 / -9.465	eV
energy relative to the best compared isomer or geometry (same formula, charge and spin)	12.6	kcal per mole
frontier orbital gap (spin up / spin down)	8.545 / 6.741	eV
total energy	-5376.4418	Ha
maximum force	0.06082	hartree/bohr
charge	0
⟨S²⟩	2.028

```
15
Properties=species:S:1:pos:R:3:forces:R:3
C 0.7911 0.0887 1.6956 2.32 -0.69 1.81
C 0.0964 -0.1090 -1.2294 0.05 -0.18 -0.92
C -2.1697 0.2116 -0.6775 -0.43 -2.07 -2.30
N -0.4253 0.7115 1.5476 -1.24 -1.33 1.50
N -0.9207 0.5910 -0.5128 -0.04 0.11 -1.47
Br -3.5021 1.2268 0.0334 -1.29 1.44 1.04
Br -2.5196 -1.8213 0.0658 0.38 0.05 0.14
H 1.7277 0.5492 1.2769 -0.72 0.26 0.72
H 0.8716 -0.1080 2.8408 0.46 0.32 -1.53
H 0.8376 -0.9017 1.2723 -0.49 -0.71 -0.10
H 1.0560 0.4277 -1.1425 -0.23 -0.70 0.69
H 0.0442 -1.1819 -0.9043 0.65 0.82 -0.44
H -0.0561 -0.0408 -2.3282 -0.48 -0.39 0.36
H -2.5357 -0.1607 -1.6772 0.77 0.54 0.69
H -0.3528 1.6342 1.2750 0.28 2.53 -0.19
```
Positions in Å, forces in eV/Å.

---

A structure of composition C2ClI3O in a non-equilibrium geometry, computed with ωB97M-V/def2-TZVPD.

lowest unoccupied orbital energy (spin up / spin down)	-1.84 / -1.26	eV
multiplicity	1
E_HOMO (spin up / spin down)	-8.851 / -8.607	eV
energy relative to the best compared isomer or geometry (same formula, charge and spin)	77.6	kcal per mole
frontier orbital gap (spin up / spin down)	7.011 / 7.345	eV
total energy	-1504.5773	Ha
maximum force	0.04004	hartree/bohr
charge	0

```
7
Properties=species:S:1:pos:R:3:forces:R:3
C -1.7834 0.1405 0.1022 0.30 1.28 -1.59
C 1.1421 -0.0224 -0.3467 0.61 0.79 0.83
O -2.6382 0.8247 -0.3045 0.17 -0.26 0.17
Cl -1.6802 -0.8844 1.4037 -0.81 -1.17 1.30
I 1.8055 1.9845 -0.9456 -0.52 -1.35 0.42
I 1.5333 -0.4869 1.7678 0.43 0.45 -1.34
I 1.6208 -1.5561 -1.6770 -0.18 0.26 0.20
```
Positions in Å, forces in eV/Å.

---

A structure of composition C7H17NO in a non-equilibrium geometry, computed with ωB97M-V/def2-TZVPD.

lowest unoccupied orbital energy	0.72	eV
multiplicity	1
E_HOMO	-7.422	eV
energy relative to the best compared isomer or geometry (same formula, charge and spin)	79.8	kcal per mole
frontier orbital gap	8.141	eV
total energy	-406.8031	Ha
maximum force	0.13643	hartree/bohr
charge	0

```
26
Properties=species:S:1:pos:R:3:forces:R:3
C 0.3765 1.0949 -0.3291 -1.44 0.65 1.75
C -0.2183 -1.2970 -0.2281 -3.27 -6.01 1.54
C -0.8122 -0.2422 0.5652 2.74 2.60 -2.36
C -0.5574 2.3065 -0.2973 0.17 0.22 -0.09
C 1.5710 1.3299 0.5861 0.05 0.13 0.09
C 0.8589 0.8865 -1.7614 -0.29 -0.60 0.06
C -1.3109 -2.8158 0.1866 1.34 1.91 -0.98
N -0.6276 -0.2539 1.9438 0.41 0.23 0.45
O 1.0445 -1.7170 0.2048 0.31 0.52 -0.86
H 1.3899 -2.3048 -0.4872 -0.07 0.23 0.51
H -0.3992 -1.2855 -1.2969 0.37 0.52 -0.01
H -1.8170 0.0360 0.2574 0.18 -0.04 -0.05
H -1.4406 -0.3782 2.5289 0.22 -0.07 -0.18
H 0.2152 -0.7292 2.2517 -0.46 0.02 0.02
H -1.4368 2.1519 -0.9322 0.04 -0.04 0.07
H -0.8966 2.5387 0.7167 0.01 -0.16 -0.03
H -0.0579 3.2111 -0.6730 0.03 -0.06 0.01
H 2.1491 2.2094 0.2640 -0.21 -0.02 -0.11
H 2.2753 0.4963 0.5769 -0.15 -0.09 0.06
H 1.2638 1.5377 1.6156 -0.04 -0.17 -0.09
H 0.0275 0.6708 -2.4396 0.07 -0.01 -0.03
H 1.3624 1.7853 -2.1462 -0.19 -0.01 0.29
H 1.5935 0.0808 -1.8312 -0.08 -0.08 -0.02
H -1.0132 -3.6153 -0.4981 0.00 0.05 0.10
H -2.3554 -2.5577 -0.0004 0.04 0.02 -0.01
H -1.1844 -3.1391 1.2229 0.19 0.26 -0.14
```
Positions in Å, forces in eV/Å.